12
Properties=species:S:1:pos:R:3:lowdin_charge:R:1 method="wB97M-V/def2-TZVPD" molar_mass_g_mol=164.97 homo_ev="-8.3 / -8.3" e_lumo_ev="0.06 / 0.06" relative_energy_ev=3.806 gap_ev="8.4 / 8.4" e_tot_ha=-3071.224356 spin_multiplicity=1
Br -1.9315 2.9827 -0.1034 0.636
P 0.7480 1.5898 -1.0777 0.827
C -0.9708 -0.5163 0.6324 -0.019
C 1.0201 -0.2819 -0.7694 -0.471
C -0.7424 1.6645 -0.3367 -1.087
C 0.4513 -0.7710 0.5217 -0.420
H 0.4981 -0.7019 -1.5822 0.033
H 2.1579 -0.5136 -0.7861 0.097
H -1.5402 -1.1631 -0.0434 0.070
H -1.4537 -0.1028 1.5724 0.087
H 0.7399 -1.9262 0.7184 0.165
H 1.0234 -0.2602 1.2539 0.081